C7H13NO3 | ωB97M-V/def2-TZVPD

Summary:
Lowest unoccupied orbital energy (alpha / beta): 0.76 / -0.12 eV
Kohn-Sham gap (alpha / beta): 8.302 / 6.379 eV
Molar mass: 159.18 g/mol
Relative energy (zero: lowest compared OMol25 entry of this formula, charge and spin): 7.1171 eV
2S+1: 1
HOMO energy (alpha / beta): -7.547 / -6.497 eV
Energy: -15096.2938 eV
Charge: 0

Positions of all 24 atoms, in Å:
C: -0.38 1.68 1.27
C: 0.52 -0.52 1.84
C: 2.76 0.90 -0.65
C: -0.37 -1.82 -1.48
C: -2.81 0.36 0.39
C: 0.51 0.33 -1.37
C: -0.58 0.34 1.34
N: 0.02 2.78 1.15
O: 1.52 1.21 -1.41
O: 0.65 -1.02 -1.33
O: -1.76 -0.33 1.16
H: 1.49 -0.08 2.22
H: 0.09 -1.21 2.59
H: 0.70 -1.21 0.96
H: 3.36 1.78 -0.74
H: 3.23 0.06 -1.26
H: 2.67 0.60 0.39
H: -0.72 -1.81 -2.52
H: -1.20 -1.48 -0.96
H: -0.18 -2.85 -1.03
H: -2.43 0.32 -0.67
H: -2.84 1.36 0.70
H: -3.74 -0.12 0.52
H: -0.51 0.71 -1.12


C19H43NO12P2 | ωB97M-V/def2-TZVPD

Summary:
Lowest unoccupied orbital energy: 0.64 eV
Kohn-Sham gap: 10.207 eV
Molar mass: 539.50 g/mol
SMILES string: CCN[C@H](COC(C)=O)OC=O.CCOP(=O)(OCC)OCC.CCOP(=O)(OCC)OCC
2S+1: 1
HOMO energy: -9.571 eV
Energy: -65041.8121 eV
Charge: 0

Positions of all 77 atoms, in Å:
C: 3.31 2.83 -5.47
C: 1.88 2.52 -4.97
N: 0.89 3.43 -5.58
C: -0.31 2.82 -6.08
C: -1.05 1.90 -5.09
O: -1.38 0.61 -5.60
C: -0.47 -0.38 -5.31
C: 0.21 -0.96 -6.52
O: -0.28 -0.74 -4.19
O: -0.06 2.08 -7.29
C: 0.88 2.63 -8.12
O: 0.73 3.64 -8.74
H: 3.25 3.59 -6.24
H: 3.77 1.93 -5.88
H: 3.92 3.23 -4.67
H: 1.62 1.48 -5.12
H: 1.88 2.72 -3.89
H: 0.69 4.22 -5.00
H: -0.98 3.64 -6.34
H: -0.53 1.82 -4.13
H: -2.02 2.35 -4.88
H: -0.38 -0.76 -7.41
H: 1.17 -0.47 -6.66
H: 0.36 -2.03 -6.39
H: 1.79 2.02 -8.21
C: -0.63 0.03 -1.27
C: 0.39 1.07 -0.86
O: -0.20 2.20 -0.22
P: -0.59 2.15 1.36
O: 0.58 1.53 2.01
O: -0.58 3.71 1.69
C: 0.29 4.26 2.68
C: 1.58 4.75 2.06
O: -2.17 2.05 1.17
C: -2.93 0.84 1.38
C: -2.40 -0.03 2.50
H: -1.06 -0.47 -0.39
H: -0.17 -0.73 -1.89
H: -1.45 0.49 -1.83
H: 1.15 0.62 -0.21
H: 0.90 1.46 -1.74
H: 0.49 3.54 3.47
H: -0.25 5.10 3.13
H: 2.03 3.97 1.43
H: 2.30 5.03 2.83
H: 1.39 5.61 1.42
H: -2.98 0.29 0.44
H: -3.94 1.17 1.61
H: -1.38 -0.38 2.29
H: -3.03 -0.91 2.63
H: -2.37 0.53 3.44
C: 2.03 -1.54 4.00
C: 1.06 -2.21 3.06
O: 0.79 -3.57 3.43
P: -0.29 -3.87 4.56
O: -1.50 -3.05 4.42
O: -0.64 -5.38 4.17
C: -1.97 -5.78 3.82
C: -2.18 -5.71 2.32
O: 0.58 -4.26 5.82
C: 0.82 -3.39 6.95
C: -0.35 -2.50 7.30
H: 1.58 -1.37 4.99
H: 2.33 -0.57 3.61
H: 2.92 -2.16 4.14
H: 0.13 -1.64 3.01
H: 1.49 -2.24 2.06
H: -2.70 -5.17 4.34
H: -2.09 -6.80 4.17
H: -1.88 -4.74 1.92
H: -3.23 -5.88 2.07
H: -1.58 -6.47 1.82
H: 1.72 -2.81 6.76
H: 1.05 -4.05 7.79
H: -0.59 -1.81 6.49
H: -0.10 -1.90 8.18
H: -1.24 -3.09 7.52